{
  "formula": "C35H43F24NO11",
  "method": "ωB97M-V/def2-TZVPD",
  "elements": ["F", "C", "F", "C", "F", "F", "C", "O", "C", "F", "F", "C", "F", "F", "H", "H", "H", "H", "F", "C", "F", "C", "F", "F", "C", "O", "C", "F", "F", "C", "F", "F", "H", "H", "H", "H", "F", "C", "F", "C", "F", "F", "C", "O", "C", "F", "F", "C", "F", "F", "H", "H", "H", "H", "O", "C", "C", "C", "C", "O", "H", "H", "H", "H", "H", "H", "O", "C", "C", "C", "C", "O", "H", "H", "H", "H", "H", "H", "O", "C", "C", "C", "C", "O", "H", "H", "H", "H", "H", "H", "O", "C", "C", "C", "C", "O", "H", "H", "H", "H", "H", "H", "C", "C", "C", "C", "N", "H", "H", "H", "H", "H", "H", "H"],
  "coordinates": [[3.560, 9.659, -8.588], [4.504, 9.527, -9.540], [5.703, 9.850, -9.005], [4.561, 8.078, -10.029], [4.517, 7.236, -8.952], [5.734, 7.886, -10.656], [3.447, 7.635, -10.969], [2.164, 7.929, -10.494], [1.385, 8.770, -11.203], [2.002, 9.975, -11.355], [1.141, 8.322, -12.445], [0.095, 8.994, -10.412], [-0.886, 9.431, -11.230], [-0.287, 7.882, -9.746], [4.303, 10.235, -10.347], [3.585, 6.573, -11.172], [3.693, 8.148, -11.908], [0.208, 9.778, -9.658], [4.641, 14.039, -4.621], [4.970, 12.897, -3.998], [3.959, 12.009, -4.295], [6.247, 12.261, -4.545], [7.172, 13.259, -4.670], [6.055, 11.775, -5.787], [6.838, 11.173, -3.664], [6.666, 11.521, -2.306], [7.403, 10.730, -1.457], [6.914, 9.475, -1.606], [8.690, 10.794, -1.739], [6.992, 11.100, -0.030], [7.358, 10.149, 0.849], [7.474, 12.305, 0.343], [4.998, 13.013, -2.917], [7.894, 11.093, -3.928], [6.394, 10.222, -3.969], [5.906, 11.181, 0.037], [13.013, 6.054, -1.564], [11.937, 5.998, -2.363], [11.606, 7.284, -2.679], [12.139, 5.213, -3.651], [12.568, 3.955, -3.296], [13.055, 5.757, -4.452], [10.804, 5.004, -4.336], [11.013, 4.217, -5.501], [9.933, 3.681, -6.085], [9.281, 2.871, -5.221], [9.056, 4.624, -6.534], [10.391, 2.873, -7.296], [9.502, 1.900, -7.645], [10.691, 3.635, -8.368], [11.090, 5.623, -1.784], [10.440, 5.994, -4.634], [9.994, 4.607, -3.727], [11.291, 2.282, -7.100], [9.485, 3.441, -11.209], [9.040, 4.459, -10.783], [7.764, 4.621, -9.977], [8.013, 5.940, -9.261], [9.066, 6.675, -10.142], [9.630, 5.656, -10.980], [6.926, 4.643, -10.672], [7.670, 3.823, -9.246], [7.163, 6.613, -9.180], [8.470, 5.841, -8.282], [8.567, 7.378, -10.810], [9.791, 7.154, -9.492], [4.364, 4.206, -5.978], [3.568, 4.406, -6.844], [2.052, 4.466, -6.750], [1.618, 4.443, -8.218], [2.823, 5.125, -8.905], [3.935, 4.760, -8.089], [1.550, 3.776, -6.079], [1.823, 5.455, -6.337], [1.447, 3.441, -8.606], [0.734, 5.054, -8.394], [3.010, 4.687, -9.881], [2.601, 6.193, -8.945], [2.193, 6.636, -1.731], [1.655, 7.118, -2.683], [0.728, 6.471, -3.678], [-0.168, 7.607, -4.140], [0.897, 8.726, -4.105], [1.835, 8.411, -3.055], [1.461, 6.095, -4.400], [0.295, 5.575, -3.239], [-0.462, 7.474, -5.180], [-1.026, 7.804, -3.505], [1.453, 8.749, -5.047], [0.519, 9.735, -3.957], [5.126, 4.443, 3.183], [5.201, 4.401, 1.993], [4.920, 5.489, 0.980], [5.129, 4.791, -0.358], [5.252, 3.278, -0.037], [5.564, 3.249, 1.368], [3.978, 5.962, 1.239], [5.738, 6.204, 1.084], [4.390, 5.009, -1.126], [6.114, 5.014, -0.770], [4.351, 2.712, -0.265], [6.148, 2.881, -0.505], [5.588, 6.804, -3.749], [5.342, 7.264, -5.195], [6.442, 6.827, -6.174], [7.771, 7.224, -5.702], [8.794, 7.580, -5.322], [4.685, 7.085, -3.203], [6.438, 7.360, -3.355], [5.760, 5.734, -3.636], [5.347, 8.357, -5.124], [4.363, 6.987, -5.582], [6.244, 7.431, -7.058], [6.464, 5.750, -6.325]],
  "e_lumo_ev": -0.2,
  "gap_ev": 9.8,
  "smiles": "FC(F)C(F)(F)COC(F)(F)C(F)F.FC(F)C(F)(F)COC(F)(F)C(F)F.FC(F)C(F)(F)COC(F)(F)C(F)F.O=C1CCCO1.O=C1CCCO1.O=C1CCCO1.O=C1CCCO1.CCCC#N",
  "charge": 0
}